14
Properties=species:S:1:pos:R:3:forces:R:3:mulliken_charge:R:1 method="wB97M-V/def2-TZVPD" homo_lumo_gap_ha=0.346 charge=0 lumo_ev=0.198 energy_ha=-692.66221 e_homo_ev=-9.2
C 0.509435 1.190510 -1.100937 -1.7 0.5 -0.9 -0.46
C 1.508428 0.515309 -0.536533 -1.2 -2.2 1.3 0.52
F 2.802982 0.713489 -0.830387 0.0 0.4 -0.1 -0.26
C 1.315314 -0.769455 0.307470 -1.2 2.5 -1.5 -0.51
C 0.207011 -1.086653 0.973044 1.3 -3.7 -0.5 0.47
C -0.900581 -0.296800 1.286624 -5.9 1.3 2.3 -1.32
S -2.375013 -0.109015 -0.020660 0.8 -1.1 1.0 -0.21
H 0.758884 1.958567 -1.890376 -0.3 -0.8 1.1 0.29
H -0.666227 0.931676 -0.953495 3.6 0.6 -0.4 -0.08
H 1.901534 -1.594274 0.027935 1.3 -0.6 -0.2 0.34
H 0.126035 -2.187733 1.157375 0.0 1.0 0.2 0.23
H -1.647791 -0.492966 2.266817 2.7 0.0 -2.4 0.34
H -0.608553 0.707015 1.356856 0.2 1.6 0.3 0.52
H -2.928149 -1.316907 0.260922 0.2 0.4 -0.1 0.14